Below is an isolated ion of composition C2H5NO2P and charge +1, with properties calculated with the ωB97M-V functional and the def2-TZVPD basis.

Cartesian coordinates (Å):
N -1.78810 0.03924 -0.02269
C -0.57008 0.42775 0.03792
C 0.44544 -0.51058 -0.07857
O 0.03356 -1.97689 -0.21325
P 2.17362 -0.20802 -0.32315
O 2.02508 1.40635 -0.04934
H -2.61800 0.57420 -0.11957
H -1.95831 -0.93600 -0.10835
H -0.37055 1.54148 0.24001
H -0.14829 -2.29019 0.68501
H 2.77563 1.93267 -0.04803

Its total charge is +1. Its relative energy (zero: lowest compared OMol25 entry of this formula, charge and spin) is 0.631 eV. The LUMO energy is -6.10 eV. As for the frontier orbital gap: 0.293 Eh. The calculation puts the largest force on an atom at 0.082 Eh/bohr. The highest occupied orbital energy comes out at -14.08 eV.



Below is C3H5N in the gas phase, with properties calculated with the ωB97M-V functional and the def2-TZVPD basis.

Cartesian coordinates (Å):
C -0.14937 -1.48920 1.02733
C -0.33363 -0.63489 0.04080
N 0.71811 0.25883 -0.38043
C 0.49931 1.50193 -0.78200
H 0.87963 -1.42516 1.31131
H -1.00181 -1.91099 1.50038
H -1.27364 -0.28718 -0.52489
H 1.18753 2.06564 -1.46930
H -0.52613 1.92103 -0.72319

Its relative energy (zero: lowest compared OMol25 entry of this formula, charge and spin) is 2.124 eV. The LUMO energy is 0.46 eV. As for the frontier orbital gap: 0.350 Eh. The calculation puts the largest force on an atom at 0.082 Eh/bohr. The highest occupied orbital energy comes out at -9.06 eV.



Below is a 9-piece molecular cluster, C74H56BrNO35P2 overall, with properties calculated with the ωB97M-V functional and the def2-TZVPD basis.

Cartesian coordinates (Å):
C 6.63479 -1.02318 0.54669
C 5.61311 -0.10095 0.36541
C 5.08513 0.61535 1.55412
C 5.88292 1.53174 2.22300
C 5.41219 2.22086 3.33358
C 4.13303 1.99355 3.82741
P 3.63779 2.98707 5.26681
N 3.35112 4.47603 4.83205
C 3.30901 1.07396 3.17534
C 3.78956 0.41882 2.04746
C 2.84622 -0.51146 1.37437
O 3.20087 -1.59712 0.96984
C 1.43933 0.00090 1.30254
C 0.61889 -0.10022 0.17998
C 1.05535 -0.74199 -1.12070
Br 1.17933 0.74038 -2.45526
C 0.02143 -1.71958 -1.67916
C -0.50587 -2.77242 -0.68906
C -0.65445 0.44739 0.24675
C -1.14957 1.09219 1.36877
C -2.52187 1.66827 1.31604
C -3.57749 1.06818 1.99100
C -4.83787 1.64636 1.94659
C -5.07236 2.81208 1.23451
C -4.02145 3.40254 0.53748
C -2.76267 2.82806 0.58780
C -0.33368 1.20009 2.51153
P -1.05317 2.10631 3.95264
C -1.68924 0.71876 4.97395
O 0.16564 2.83479 4.81368
C 0.94436 0.65191 2.44689
C 1.90490 0.74710 3.59407
O 1.59583 0.53340 4.74712
H 6.41778 -1.96690 1.04603
H 7.66314 -0.82701 0.25140
H 5.15171 0.08307 -0.60652
H 6.87795 1.71305 1.83841
H 6.06679 2.94777 3.79842
H 4.74110 2.93029 6.14244
H 2.57397 2.34674 5.90497
H 2.39616 4.70898 5.08972
H 2.05303 -1.15528 -1.04622
H 0.43547 -2.22747 -2.55007
H -0.83032 -1.13576 -2.02592
H 0.13764 -3.65151 -0.65359
H -0.68302 -2.38155 0.31136
H -1.46924 -3.11761 -1.06958
H -1.30719 0.40760 -0.61640
H -3.44468 0.15858 2.56159
H -5.66948 1.18219 2.46506
H -6.03675 3.29468 1.19677
H -4.18992 4.31533 -0.01734
H -1.95200 3.29458 0.03700
H -2.55906 1.05703 5.53494
H -0.90768 0.31591 5.61968
H -2.02921 -0.07206 4.30704
H 0.08014 2.56257 5.73710
O 0.42144 4.26599 -0.63195
C 1.56887 4.54620 -0.32519
C 2.53938 5.10354 -1.24732
C 3.78283 5.36110 -0.82127
O 4.72611 5.87188 -1.60730
C 4.21387 5.08772 0.59599
O 5.37000 5.33494 0.89206
C 3.23689 4.55257 1.52518
C 1.99406 4.29743 1.09635
O 1.04338 3.79891 1.88188
H 2.22104 5.29030 -2.26136
H 5.52221 5.95297 -1.04688
H 3.54444 4.37885 2.55047
H 0.24629 3.72683 1.31702
O 4.93190 -7.01110 -1.63385
C 4.77698 -5.85297 -1.97325
C 5.26136 -5.30491 -3.23315
C 5.06463 -4.00906 -3.51785
O 5.48347 -3.43905 -4.64267
C 4.34842 -3.09884 -2.56198
O 4.21714 -1.92053 -2.84346
C 3.83631 -3.64870 -1.32738
C 4.03614 -4.93754 -1.03622
O 3.59599 -5.48288 0.09354
H 5.77747 -5.97420 -3.90669
H 5.21445 -2.50206 -4.58830
H 3.30231 -2.97379 -0.67580
H 3.86492 -6.42182 0.06596
O -1.56693 -4.61850 9.39616
C -0.85435 -3.66746 9.13281
C -0.81324 -3.02308 7.83342
C 0.01663 -1.99073 7.62943
O 0.10473 -1.35545 6.46745
C 0.92114 -1.46923 8.71487
O 1.65515 -0.53728 8.44112
C 0.86365 -2.09871 10.02109
C 0.03213 -3.12991 10.22585
O -0.07400 -3.75198 11.39301
H -1.46441 -3.40602 7.06030
H 0.78561 -0.66025 6.58397
H 1.50444 -1.70690 10.79819
H -0.73969 -4.45538 11.26405
O -0.67601 4.09877 -9.01838
C -0.28114 3.95911 -7.87578
C -0.92101 3.10300 -6.89550
C -0.42446 3.02389 -5.65209
O -0.96194 2.25863 -4.71178
C 0.79166 3.80733 -5.23443
O 1.17279 3.69526 -4.08510
C 1.44615 4.64757 -6.22201
C 0.94924 4.72193 -7.46309
O 1.49616 5.46735 -8.41877
H -1.79397 2.54724 -7.20688
H -0.42737 2.37979 -3.89780
H 2.32841 5.19277 -5.91523
H 0.94409 5.33987 -9.21683
O -7.58133 3.01341 -0.21772
C -8.19061 2.44234 -1.10450
C -9.21785 3.07161 -1.91171
C -9.85070 2.36005 -2.85473
O -10.79892 2.86894 -3.62995
C -9.52955 0.91017 -3.10668
O -10.16428 0.33255 -3.96980
C -8.48515 0.28780 -2.31581
C -7.84781 0.99886 -1.37460
O -6.88020 0.48811 -0.62352
H -9.44277 4.11128 -1.72057
H -11.08527 2.14185 -4.21683
H -8.25044 -0.74765 -2.51753
H -6.57534 1.20042 -0.02605
O -4.06371 -8.08245 -0.95943
C -2.93598 -7.87449 -0.55252
C -1.90067 -7.21887 -1.33164
C -0.68029 -7.04081 -0.80627
O 0.30044 -6.44111 -1.47670
C -0.34108 -7.51285 0.58357
O 0.79072 -7.33278 0.98852
C -1.38165 -8.14848 1.36991
C -2.60316 -8.31926 0.84565
O -3.60003 -8.88062 1.51484
H -2.15599 -6.88740 -2.32829
H 1.07590 -6.43655 -0.88126
H -1.12886 -8.46517 2.37284
H -4.36803 -8.88001 0.91056
O -7.26808 -4.94147 5.86043
C -6.33995 -5.71952 5.73586
C -5.95609 -6.32560 4.47463
C -4.92833 -7.18485 4.43552
O -4.51692 -7.77553 3.31778
C -4.14908 -7.54883 5.67255
O -3.23957 -8.34934 5.55288
C -4.51771 -6.92512 6.93031
C -5.54432 -6.06440 6.96760
O -5.93790 -5.45523 8.07909
H -6.52314 -6.05786 3.59409
H -3.77015 -8.34610 3.57674
H -3.94143 -7.17934 7.80871
H -6.69643 -4.89495 7.82399
O 2.88557 5.72152 -10.97754
C 3.67175 6.62857 -11.18085
C 3.80629 7.31373 -12.45194
C 4.71660 8.28788 -12.58673
O 4.89608 8.95847 -13.71722
C 5.61775 8.69893 -11.45136
O 6.42936 9.58071 -11.66590
C 5.46630 8.03046 -10.17367
C 4.55270 7.05850 -10.03521
O 4.35593 6.41142 -8.89514
H 3.15791 7.00857 -13.26100
H 5.61301 9.59816 -13.53848
H 6.10498 8.34599 -9.36101
H 3.63415 5.77037 -9.05804

The LUMO energy is -1.63 eV. As for the frontier orbital gap: 0.239 Eh. The calculation puts the largest force on an atom at 0.045 Eh/bohr. The highest occupied orbital energy comes out at -8.13 eV.



Question: The lowest highest occupied orbital energy belongs to which entry?
Answer: C2H5NO2P